P) Computed, not measured: a molecular structure, C4H4, with ωB97M-V with the def2-TZVPD basis set.

Results
LUMO   -1.204 eV
HOMO   -9.592 eV

The geometry in XYZ format:
```
8
Properties=species:S:1:pos:R:3:nbo_charge:R:1
C -0.893 0.944 -0.246 -0.346
C 0.503 1.483 -1.070 0.201
C 0.888 0.027 -0.300 -0.562
C -0.571 -0.310 0.382 -0.125
H -1.819 1.438 -0.292 0.182
H 1.088 -0.835 -1.005 0.202
H 1.750 -0.024 0.478 0.210
H -0.953 -1.335 0.607 0.238
```

=====

Q) Computed, not measured: a molecular structure, C4H4, with ωB97M-V with the def2-TZVPD basis set.

Results
LUMO   0.647 eV
HOMO   -9.107 eV

The geometry in XYZ format:
```
8
Properties=species:S:1:pos:R:3:nbo_charge:R:1
C -0.983 -0.416 -0.956 -0.207
C 0.691 -0.073 -0.727 -0.177
C 0.053 -0.887 -1.799 -0.036
C -0.143 -0.671 0.205 -0.047
H -1.958 -0.034 -1.113 0.243
H 1.380 0.643 -0.803 0.224
H 0.127 0.968 2.704 -0.005
H 0.834 0.471 2.490 0.007
```

=====

Q: Which of them is the least stable? A: Q).

=====

P) Computed, not measured: a molecular structure, C4H7NOS2, with ωB97M-V with the def2-TZVPD basis set.

Results
LUMO   -0.211 eV
HOMO   -8.541 eV

The geometry in XYZ format:
```
15
Properties=species:S:1:pos:R:3:nbo_charge:R:1
C 0.274 -1.380 0.092 0.140
C 0.066 -0.016 -0.056 -0.281
C 1.257 0.960 -0.017 -0.097
C -1.291 0.391 -0.409 -0.315
H -1.582 -2.215 -0.386 0.419
H -0.296 -3.337 0.004 0.377
H 1.246 -1.738 0.349 0.194
H 1.642 1.413 -1.033 0.195
H 2.118 0.333 0.173 0.179
H 0.525 1.648 1.646 0.477
H -0.300 2.590 -0.226 0.153
N -0.695 -2.301 0.222 -0.776
O 1.145 2.029 0.944 -0.717
S -1.452 2.064 -0.660 0.108
S -2.657 -0.440 -0.644 -0.058
```

=====

Q) Computed, not measured: C4H7NOS2 in the gas phase, with ωB97M-V with the def2-TZVPD basis set.

Results
LUMO (spin up / spin down)   -0.746 / -0.489 eV
HOMO (spin up / spin down)   -8.009 / -8.200 eV

The geometry in XYZ format:
```
15
Properties=species:S:1:pos:R:3:nbo_charge:R:1
C 0.067 1.178 -1.011 0.019
C 1.213 0.606 -1.387 -0.531
C -0.407 -1.427 -1.339 -0.533
C -0.527 0.303 2.224 -0.746
N -1.049 0.635 -0.562 -0.645
O 1.580 -1.437 0.316 -0.989
S -1.769 0.473 0.833 0.584
S 1.265 -1.184 -1.135 1.247
H 0.096 2.275 -1.161 0.227
H 2.217 1.202 -1.442 0.255
H -0.798 -1.977 -0.530 0.220
H -0.824 -1.595 -2.217 0.200
H -1.207 0.337 3.165 0.233
H 0.170 1.155 2.198 0.224
H -0.027 -0.544 2.047 0.233
```

=====

Q: Which of them is the least stable? A: Q).